Record 1
Here is a 4-piece molecular cluster, C3H16NO3S overall in a non-equilibrium geometry from OMol25. Energies are from wB97M-V/def2-TZVPD.

The geometry in XYZ format:
```
24
Properties=species:S:1:pos:R:3:forces:R:3:mulliken_spin:R:1
C -0.354596 0.938441 0.989025 2.940 -1.286 0.778 0.211
C 0.010710 -0.125396 2.068936 -1.147 -0.957 0.314 0.208
C -1.252936 -0.861716 2.607560 0.528 0.403 0.797 -0.003
S -1.502754 -2.616623 2.213577 0.060 -0.069 -0.186 0.099
N -0.155958 0.213014 -0.286860 -1.611 0.754 -1.037 0.123
H -1.306623 1.461208 0.973941 0.039 -0.246 0.456 -0.052
H 0.516199 1.609221 1.117066 -0.796 0.398 -0.766 -0.142
H 0.599820 0.244645 2.917153 -0.442 0.511 -0.225 -0.060
H 0.707600 -0.875047 1.640594 -0.419 0.515 -0.107 0.020
H -2.149014 -0.278560 2.401732 -0.053 -0.129 -0.276 -0.019
H -1.173949 -0.862921 3.698095 -0.115 -0.080 -0.061 -0.012
H -0.776305 -2.701897 1.086467 -0.013 0.144 -0.015 -0.011
H 0.831469 -0.039225 -0.520127 -0.262 0.145 0.213 0.287
H -0.752077 -0.623106 -0.512474 0.978 0.533 1.181 -0.033
H -0.476744 0.790461 -1.073222 0.659 0.481 -0.154 -0.228
H -1.244176 -1.894624 -1.910508 0.223 -1.000 -1.150 -0.064
H 0.304863 -1.703463 -2.635356 -0.876 -0.545 0.088 -0.030
O -0.394470 -1.455959 -1.998672 0.352 0.644 0.112 0.367
H -0.060105 3.441453 -2.082084 0.143 0.331 -0.519 -0.012
H 0.696865 2.311372 -2.923583 -0.024 0.355 -0.099 -0.008
O 0.226071 2.530553 -2.113435 -0.253 -0.737 0.713 0.111
H 2.853844 0.779024 -2.328023 0.143 -0.080 0.185 0.085
H 2.658344 -0.437425 -1.350790 0.257 0.026 -0.170 0.013
O 2.193928 0.156566 -1.979010 -0.311 -0.110 -0.071 0.148
```
Forces are in eV/Å.

For the relative energy (zero: lowest compared OMol25 entry of this formula, charge and spin), the calculation gives 49.0 kcal per mole. For the LUMO energy (alpha / beta), the calculation gives 0.562 / 0.246 eV. For the molar mass, the calculation gives 146.23 g/mol. For the largest force on an atom, the calculation gives 0.0642 hartree/bohr. The highest occupied orbital energy (alpha / beta) comes out at -2.843 / -9.247 eV. Its spin multiplicity is 2. As for the expectation value of S²: 0.75.

Record 2
Here is a 2-piece molecular cluster, H2NO3S3 overall in a non-equilibrium geometry from OMol25. Energies are from wB97M-V/def2-TZVPD.

The geometry in XYZ format:
```
9
Properties=species:S:1:pos:R:3:forces:R:3:lowdin_charge:R:1
N -1.749840 0.008336 0.110289 0.237 -0.355 0.315 -1.237
O 1.351249 1.147791 -0.174011 0.955 -1.119 0.030 -0.356
O 2.870042 -0.787525 -0.432510 0.418 0.015 0.484 -0.453
O 0.670773 -1.148622 0.626889 1.414 0.017 -0.172 -0.331
S -1.720633 1.560672 -0.335979 -0.351 0.282 -0.120 0.419
S -3.035837 -0.867495 0.502891 -0.276 0.098 -0.089 0.338
S 1.483468 -0.444177 -0.605394 -1.563 0.625 0.054 0.784
H 0.408122 1.416141 -0.265394 -0.451 0.070 -0.102 -0.120
H -0.277340 -0.885123 0.573216 -0.384 0.367 -0.400 -0.044
```
Forces are in eV/Å.

For the relative energy (zero: lowest compared OMol25 entry of this formula, charge and spin), the calculation gives 7.7 kcal per mole. For the LUMO energy, the calculation gives 2.861 eV. For the molar mass, the calculation gives 160.22 g/mol. For the largest force on an atom, the calculation gives 0.0328 hartree/bohr. The highest occupied orbital energy comes out at -4.124 eV. Its charge is -1.

Record 3
Here is C14H10Cl5NRu as an isolated structure in a non-equilibrium geometry from OMol25. Energies are from wB97M-V/def2-TZVPD.

The geometry in XYZ format:
```
31
Properties=species:S:1:pos:R:3:forces:R:3:mulliken_spin:R:1
C -1.367238 -2.426216 -1.296927 -1.226 -0.142 -0.676 0.140
C -1.035988 -1.551287 -2.369492 -1.141 -0.530 -0.024 0.109
C -1.702263 -0.304921 -2.152090 -0.919 -0.711 0.107 0.124
C -2.440742 -0.400980 -0.907155 -0.603 -1.140 -1.181 0.006
C -2.229896 -1.732071 -0.392721 -0.482 -0.226 -1.409 0.135
Ru -0.325310 -0.329789 -0.347125 1.005 2.196 0.858 3.843
C 1.514944 -1.184437 -0.921319 1.465 -1.229 -0.870 0.522
C 1.360814 -2.224114 0.174133 0.498 -1.025 -0.194 -0.171
C 2.028021 -3.408610 0.342708 -0.334 1.023 -0.113 0.109
N 0.305919 -1.781848 0.892439 0.219 -0.264 2.349 0.306
H -1.739379 0.518527 -2.854889 0.182 -0.170 0.266 0.002
H -0.375881 -1.762273 -3.204215 -0.133 -0.013 0.248 -0.025
H -3.125700 0.329567 -0.500175 0.164 -0.013 -0.033 -0.002
H -2.683350 -2.123793 0.511440 0.294 0.065 -0.107 0.006
H -1.026060 -3.452542 -1.187182 0.120 0.386 0.118 -0.013
H 1.586253 -1.589833 -1.930495 0.312 -0.088 0.058 -0.036
H 0.164712 -1.986806 1.879289 0.121 -0.607 -0.389 0.008
H 2.342714 -0.492596 -0.713988 -0.177 -0.095 0.055 -0.006
H 2.732427 -3.725341 -0.411618 0.280 -0.034 0.202 -0.007
H 1.823462 -4.011503 1.225148 0.002 -0.128 -0.283 0.000
Cl -1.553702 2.563246 -1.278897 -0.467 0.534 -0.505 0.012
C -0.524904 2.661260 0.083741 1.130 0.842 1.665 -0.065
C 0.117443 1.519208 0.571237 0.209 1.199 0.588 0.031
C 1.006415 1.666092 1.652086 -0.776 1.809 -0.290 -0.026
Cl 1.900570 0.339711 2.254420 0.469 -0.323 0.324 0.004
C 1.205311 2.923213 2.276082 -0.822 -0.078 -1.119 -0.034
Cl 2.256122 3.078423 3.617114 0.260 0.166 0.344 0.003
C 0.528362 4.065771 1.778930 -0.256 -1.411 -0.662 0.054
Cl 0.768766 5.592994 2.488125 0.104 0.540 0.306 0.005
C -0.343893 3.933151 0.673938 0.621 -1.008 0.381 -0.036
Cl -1.167951 5.297796 0.047460 -0.118 0.476 -0.011 0.003
```
Forces are in eV/Å.

For the LUMO energy (alpha / beta), the calculation gives 2.628 / 2.597 eV. For the molar mass, the calculation gives 470.58 g/mol. For the largest force on an atom, the calculation gives 0.0498 hartree/bohr. The highest occupied orbital energy (alpha / beta) comes out at -2.004 / -3.543 eV. Its charge is -1. Its spin multiplicity is 6. As for the expectation value of S²: 8.77.

Which formula does entry 1 have?
C3H16NO3S